No. 1
{
  "formula": "C27H44Cl2FIN9O5P",
  "method": "ωB97M-V/def2-TZVPD",
  "e_homo_ev": -7.336,
  "lumo_energy_ev": 0.04,
  "orbital_gap_ev": 7.3724,
  "symbols": ["I", "Cl", "Cl", "P", "F", "O", "O", "O", "O", "O", "N", "N", "N", "N", "N", "N", "N", "N", "N", "C", "C", "C", "C", "C", "C", "C", "C", "C", "C", "C", "C", "C", "C", "C", "C", "C", "C", "C", "C", "C", "C", "C", "C", "C", "C", "C", "H", "H", "H", "H", "H", "H", "H", "H", "H", "H", "H", "H", "H", "H", "H", "H", "H", "H", "H", "H", "H", "H", "H", "H", "H", "H", "H", "H", "H", "H", "H", "H", "H", "H", "H", "H", "H", "H", "H", "H", "H", "H", "H", "H"],
  "positions_angstrom": [[5.19576, -3.77636, -1.02508], [3.11250, -5.37620, 0.73293], [4.16970, -0.10770, -1.32082], [4.38792, -1.27841, 0.43059], [5.18744, -2.13454, 3.80646], [0.66734, -3.21550, 0.57874], [1.62989, -2.12693, -1.18929], [-1.34880, 0.70397, -2.30878], [1.84550, -4.35489, -2.34082], [4.47588, -0.07993, 1.73992], [-1.44356, -1.77219, -1.67883], [-3.66626, -6.11220, -0.26022], [5.35896, 2.58309, 1.27315], [-0.77489, 3.75018, -0.25411], [0.09013, -2.36445, 4.14910], [1.77719, 10.19396, -3.37802], [1.68202, 0.65091, 0.70050], [-2.46230, 7.81779, -2.19054], [-4.75873, -3.49490, -3.49377], [-1.56168, 4.71289, -0.04362], [2.94957, -2.58766, 2.50416], [2.52815, 10.32697, -2.37377], [-6.97685, -2.39374, -2.22837], [-1.03174, -2.91341, 4.32287], [-5.76452, -2.99552, -2.92004], [-2.38392, -3.57519, 4.53248], [-1.40090, -3.14322, -1.04744], [4.20957, -4.43162, 4.09681], [2.89065, -2.35162, 0.85303], [2.14777, -3.49986, -1.33364], [-3.13645, -6.47007, -1.34714], [-1.34506, 7.65594, -2.75244], [-2.49775, -6.90126, -2.65726], [-2.84863, -1.29741, -1.97659], [-2.76474, 0.36580, -2.08443], [0.00167, 7.46102, -3.42965], [3.43345, 10.48740, -1.16341], [-0.78463, -3.14262, 0.50775], [4.35317, 3.08247, 1.84688], [3.17661, -3.71209, -0.07518], [1.36718, -1.96435, 0.28010], [4.39555, -3.15495, 3.03413], [-3.13438, 0.92738, -0.56372], [0.72541, -0.51321, 0.67088], [3.14084, 3.68424, 2.53855], [-2.51003, 5.87325, 0.21028], [4.10494, -5.46376, 3.55636], [5.05630, -3.59410, 2.14192], [5.19938, -4.49098, 4.74927], [2.97352, 3.18658, 3.49769], [-4.23968, 0.65783, -0.23057], [-7.14418, -2.89141, -1.26923], [-0.67312, -3.81873, -1.68531], [-0.19780, -0.18183, 0.01553], [-3.22463, -6.82176, -3.47033], [-2.42579, -4.03163, 5.52522], [-0.91570, -1.87605, -2.58917], [-6.81414, -1.32680, -2.05234], [-2.47240, -3.66915, -1.03685], [-7.86430, -2.52007, -2.85466], [1.53110, 1.13202, 1.62303], [-3.60819, -1.64652, -1.12977], [-1.64023, -6.26129, -2.88245], [0.75523, 8.09119, -2.94939], [-3.18033, -2.83048, 4.44907], [2.73972, -1.55079, 3.01731], [2.83632, 10.73577, -0.28161], [-3.52782, 5.59196, -0.07387], [-3.48804, 0.79930, -2.90779], [-2.41579, 0.34911, 0.17476], [4.66284, 0.83672, 1.32980], [-1.29466, -2.32647, 1.19201], [1.35255, 1.35284, -0.01659], [-1.26473, 1.62553, -2.71002], [2.03960, -3.29178, 2.80153], [3.30355, 4.75118, 2.71458], [3.30669, -4.25569, 4.83399], [-0.06945, 7.73348, -4.48628], [-2.54070, -4.35035, 3.77729], [-2.49726, 6.14012, 1.27059], [-2.88566, 2.07296, -0.42800], [-2.20282, 6.74157, -0.37919], [-1.17988, -4.18010, 0.95365], [0.31015, 6.41480, -3.35164], [3.97436, 9.55564, -0.97630], [4.15572, 11.28877, -1.34159], [2.25340, 3.55792, 1.91226], [-3.23225, -1.71161, -3.00274], [0.29860, -0.62107, 1.78052], [-2.15846, -7.93818, -2.58303]],
  "atomic_forces_ev_per_a": [[-0.59, -0.56, -0.33], [-0.62, 1.69, -0.60], [-0.45, -0.39, 0.68], [1.25, 2.57, 2.52], [-1.84, -1.95, -1.93], [-1.67, 2.76, 0.63], [0.35, -2.87, 0.14], [-1.43, 1.34, -1.03], [2.06, 6.14, 6.87], [-0.52, -0.30, -2.99], [-0.82, -1.66, -0.66], [4.23, -2.85, -8.66], [-7.98, 4.26, 4.53], [-6.14, 7.64, 1.66], [-9.04, -4.33, 1.40], [6.05, 1.10, 8.06], [-1.32, 0.53, 0.12], [8.91, -1.17, -4.63], [-8.18, 3.90, 4.57], [5.10, -6.22, -1.34], [-0.23, 0.42, -0.14], [-4.93, -0.85, -6.61], [1.02, -0.49, -0.56], [7.38, 3.61, -1.16], [6.60, -3.41, -3.83], [1.11, 0.52, -0.18], [0.39, -0.79, 0.44], [0.63, 0.58, 0.40], [-1.38, -0.80, 0.48], [-1.65, -2.55, -3.71], [-3.49, 2.36, 7.14], [-7.26, 1.08, 3.57], [-0.53, 0.35, 1.05], [0.03, 0.77, -0.98], [-0.42, -0.24, 1.99], [-1.09, 0.05, 0.60], [-0.73, -0.12, -0.98], [-2.47, -1.69, -0.35], [6.54, -3.15, -3.74], [-0.76, 0.74, -0.53], [2.19, -1.49, -0.53], [0.07, -1.75, 0.84], [0.37, -0.33, 0.07], [-1.69, 0.10, 1.07], [0.99, -0.53, -0.56], [0.83, -0.97, -0.03], [0.00, 2.15, 0.83], [-1.21, 1.49, 1.98], [-2.08, 0.21, -1.42], [0.16, -0.01, -0.18], [2.19, 0.73, -0.84], [0.14, 0.00, -0.19], [-1.44, 1.19, 1.39], [1.89, -1.53, 0.91], [0.03, 0.07, 0.24], [0.13, 0.12, -0.15], [-0.90, 0.60, 1.51], [0.08, -0.18, -0.08], [2.30, 1.12, 0.16], [0.23, -0.03, 0.03], [0.37, -0.75, -1.29], [1.73, 0.90, -1.74], [-0.16, -0.02, 0.15], [-0.29, -0.04, -0.10], [0.23, -0.05, -0.01], [0.54, -2.00, -1.08], [0.00, -0.04, -0.23], [0.23, -0.03, -0.03], [1.51, -0.87, 1.58], [-1.39, 1.10, -1.51], [-0.35, -1.94, 0.76], [1.39, -1.25, -1.49], [0.58, -1.17, 0.96], [-0.50, -1.80, 0.90], [2.23, 1.34, -0.71], [0.09, -0.20, -0.09], [1.76, -0.31, -1.60], [-0.08, 0.04, 0.23], [0.14, 0.16, 0.06], [0.07, -0.21, -0.11], [-0.71, -2.32, -0.41], [-0.07, -0.34, 0.11], [1.13, 2.15, -0.88], [-0.21, 0.11, 0.05], [-0.14, 0.12, -0.14], [-0.18, -0.13, -0.08], [0.21, -0.02, -0.02], [0.63, 0.71, 1.99], [0.94, -0.28, -2.37], [-0.09, 0.18, 0.12]],
  "mulliken_charge": [0.1568, -0.1453, -0.2700, 0.3533, -0.3563, -0.2609, -0.2856, -0.5398, -0.6310, -0.4669, -0.0141, -0.5142, -0.6006, -0.5326, -0.5259, -0.4997, -0.1968, -0.5630, -0.5281, 0.4738, -0.9038, 0.4579, -0.8048, 0.5471, 0.5416, -0.8660, -0.2456, -1.0591, 0.7986, 0.6032, 0.4594, 0.4723, -0.7191, -0.6693, 0.2867, -0.4943, -0.7426, -0.2938, 0.5516, -0.1126, 0.2006, 0.6626, -0.5867, -0.9757, -0.6502, -0.6132, 0.2187, 0.0416, 0.3470, 0.2787, 0.3039, 0.2660, -0.0399, -0.0103, 0.2761, 0.3353, 0.2503, 0.2554, 0.2695, 0.3330, 0.1973, 0.2472, 0.2121, 0.0133, 0.2739, 0.4456, 0.2640, 0.2639, 0.3673, 0.0634, 0.2381, 0.0555, 0.2805, 0.3063, 0.3200, 0.3225, 0.2611, 0.2894, 0.2615, 0.2847, 0.0035, 0.1427, 0.1804, 0.2811, 0.2650, 0.2922, 0.1131, 0.1542, 0.2496, 0.3274]
}



No. 2
{
  "formula": "C27H44N3O3PS",
  "method": "ωB97M-V/def2-TZVPD",
  "e_homo_ev": -7.705,
  "lumo_energy_ev": 0.34,
  "orbital_gap_ev": 8.0404,
  "symbols": ["S", "P", "O", "O", "O", "N", "N", "N", "C", "C", "C", "C", "C", "C", "C", "C", "C", "C", "C", "C", "C", "C", "C", "C", "C", "C", "C", "C", "C", "C", "C", "C", "C", "C", "C", "H", "H", "H", "H", "H", "H", "H", "H", "H", "H", "H", "H", "H", "H", "H", "H", "H", "H", "H", "H", "H", "H", "H", "H", "H", "H", "H", "H", "H", "H", "H", "H", "H", "H", "H", "H", "H", "H", "H", "H", "H", "H", "H", "H"],
  "positions_angstrom": [[-1.55832, -2.09350, 2.81929], [0.27960, 2.30541, -0.02009], [2.13646, 6.24740, -0.79339], [-2.06388, -1.57068, 6.61188], [3.40884, -1.69266, -3.50730], [-1.35512, -0.31897, 0.39578], [0.21931, 3.85531, 0.24308], [-0.94754, -4.02428, -2.76299], [-1.35090, -4.02519, 0.89466], [-1.32540, -1.72306, 0.12760], [-1.18690, -2.15513, -1.19784], [2.83189, -0.85886, -4.51361], [-3.40082, -1.06934, 6.69590], [1.53119, 8.48928, -0.13056], [-3.16009, -2.07652, -3.58555], [-1.11683, -3.52983, -1.44788], [1.47975, -3.88996, -2.35959], [0.88900, 0.96240, 3.74883], [0.45916, -4.87727, -4.50325], [0.89070, 1.69299, 2.56952], [-4.18679, -1.85031, 7.73756], [2.70273, 6.92760, 1.45031], [-1.40366, -2.66529, 1.14725], [2.53936, 7.35566, -0.00199], [0.15488, 1.27339, 1.46653], [-2.47966, -1.04746, -2.99266], [3.52528, -1.09260, -5.84665], [-0.61790, 0.11062, 1.53656], [-1.21665, -4.45711, -0.41602], [2.91315, 0.60002, -4.09240], [-0.60637, -0.61084, 2.72862], [-1.10753, -1.16611, -2.33682], [0.24378, -4.25143, -3.14558], [0.13018, -0.19497, 3.82548], [-4.06209, -1.13775, 5.32947], [-5.07500, -0.73265, 5.35108], [-0.87675, -0.19142, -1.91267], [-5.20270, -1.46607, 7.83790], [1.50573, 1.94982, -0.61904], [-2.79073, -2.54705, -4.49376], [-0.30557, -1.43197, -3.03563], [1.75189, 6.55917, 1.84452], [2.45052, 1.25425, -4.83220], [3.95607, 0.90310, -3.96707], [1.42230, 8.78438, -1.17445], [-4.24216, -2.90647, 7.45937], [-1.39855, -4.75940, 1.68767], [4.58634, -0.83937, -5.77288], [-0.72812, 1.83306, -0.87076], [-3.69533, -1.79367, 8.70912], [1.44433, -5.34348, -4.52386], [3.50401, 7.67889, -0.39851], [3.45916, -2.14278, -6.13312], [4.33693, -1.45075, -3.41680], [-4.10961, -2.17228, 4.97914], [0.45280, -4.09491, -5.26464], [3.42563, 6.11485, 1.52750], [1.83561, 9.36289, 0.44909], [3.04034, 7.75633, 2.07582], [3.08014, -0.48726, -6.63714], [0.13129, -0.75675, 4.75115], [2.41266, 0.74932, -3.13482], [2.38091, -4.10045, -2.93074], [0.54894, 8.16390, 0.22234], [1.48991, -2.82530, -2.12722], [-4.07756, -2.50068, -3.18218], [1.28399, 5.93175, -0.45992], [1.56274, -4.47338, -1.44046], [-2.11434, -2.49182, 6.33351], [-3.31431, -0.02828, 7.00994], [-2.92321, -0.05046, -2.94916], [-3.47652, -0.57600, 4.60173], [-1.17182, -5.51141, -0.65456], [1.46582, 1.31020, 4.59420], [0.09994, 4.02842, 1.23533], [-0.28322, -5.64332, -4.71073], [1.48191, 2.59929, 2.50651], [1.78422, -1.15915, -4.58889], [-2.29745, 0.05593, 0.38116]],
  "atomic_forces_ev_per_a": [[-0.21, -0.14, 0.13], [-0.06, 0.86, 0.47], [0.13, 0.18, -0.12], [0.09, 0.23, 0.06], [-0.17, -0.10, 0.01], [-0.07, -0.18, 0.27], [-0.02, -0.15, 0.20], [0.17, -0.18, 0.30], [0.06, -0.16, -0.47], [-0.05, -0.31, -0.58], [0.05, -0.04, 0.02], [0.42, 0.26, -0.08], [-0.20, -0.44, -0.13], [0.05, 0.09, -0.12], [0.34, 0.30, -0.32], [0.04, -0.03, -0.21], [0.24, -0.22, -0.16], [-0.26, 0.14, -0.28], [0.35, -0.03, 0.35], [0.13, 0.07, 0.17], [0.08, 0.05, 0.15], [0.16, -0.04, 0.02], [0.15, 0.39, 0.57], [-0.43, -0.10, 0.21], [0.05, -0.13, -0.28], [-0.10, -0.21, -0.18], [-0.07, -0.17, -0.04], [0.35, 0.32, 0.15], [-0.09, 0.26, 0.17], [-0.14, 0.00, 0.12], [-0.23, -0.42, -0.25], [0.39, 0.52, -1.28], [-0.07, -0.04, -0.26], [0.34, 0.20, 0.29], [0.06, 0.17, -0.06], [0.00, -0.02, 0.02], [0.19, -0.01, -0.10], [-0.01, -0.02, -0.01], [-0.24, -0.40, -0.25], [0.99, -1.31, 1.09], [0.02, -0.13, 0.08], [-0.04, 0.07, -0.01], [0.02, 0.01, 0.00], [0.01, 0.00, -0.08], [0.03, 0.01, 0.00], [-0.06, 0.02, -0.07], [-0.01, 0.14, 0.15], [-0.02, 0.09, 0.01], [0.27, -0.18, -0.20], [-0.01, 0.04, 0.00], [-0.01, -0.02, -0.12], [0.00, -0.06, -0.05], [-0.04, 0.00, 0.00], [0.00, 0.03, -0.01], [-0.05, -0.02, 0.04], [-0.12, -0.09, -0.10], [0.02, 0.02, -0.02], [-0.02, 0.00, 0.01], [-0.02, 0.00, 0.01], [0.02, 0.02, 0.00], [-0.16, -0.16, -0.10], [-0.03, -0.01, -0.02], [-0.04, 0.10, -0.10], [0.03, -0.01, 0.07], [-0.03, -0.04, 0.20], [-1.04, 1.33, -1.00], [0.09, -0.34, -0.03], [-0.23, 0.15, 0.11], [0.00, 0.00, -0.02], [0.14, -0.01, 0.00], [-0.84, -0.45, 1.74], [-0.04, 0.02, -0.01], [0.00, -0.01, 0.01], [0.00, -0.08, 0.05], [-0.10, 0.24, -0.05], [-0.20, 0.21, -0.11], [-0.01, 0.00, -0.05], [0.01, -0.09, 0.09], [-0.01, 0.00, -0.01]],
  "mulliken_charge": [-0.2651, 0.7485, -0.5004, -0.5201, -0.5037, 0.3749, -0.7327, -0.4995, -0.7453, -1.0185, 0.4956, 0.9752, 0.4011, -1.2575, -0.5996, -0.4121, -1.3152, -0.9571, -1.3575, -0.6690, -1.3124, -1.1475, 1.1388, 0.3425, 0.4412, -0.4612, -1.5348, -0.8911, -0.4864, -1.3283, 1.0242, 0.7715, 1.0186, -0.6426, -1.0482, 0.4246, -0.1894, 0.3814, 0.0230, 0.2461, -0.3812, 0.2481, 0.3801, 0.3773, 0.3078, 0.3341, 0.4285, 0.3692, -0.1023, 0.3199, 0.4057, 0.2931, 0.3691, 0.3053, 0.2734, 0.2645, 0.2905, 0.3801, 0.3852, 0.3799, 0.4086, 0.2296, 0.4220, 0.3212, 0.2168, 0.2198, 0.3411, 0.4135, 0.3489, 0.2746, 0.3500, 0.1560, 0.4941, 0.4058, 0.2354, 0.3636, 0.5374, 0.0120, 0.2097]
}